The following is a DFT calculation (wB97M-V/def2-TZVPD) of C2H3N3O as an isolated structure.

Properties
- LUMO: -0.03 eV
- ΔE to the lowest compared entry with this formula, charge and spin: 313.2 kJ/mol
- Orbital gap: 10.15 eV
- F_max: 0.005 hartree/bohr
- Spin multiplicity: 1

Positions of all 9 atoms, in Å:
O -1.883 -0.631 0.065
C -0.645 -0.106 0.069
N 0.495 -0.918 0.292
C 1.457 -0.090 -0.157
N 0.994 1.073 -0.637
N -0.318 1.074 -0.508
H -2.477 0.061 -0.262
H 2.510 -0.318 -0.074
H -0.133 -0.145 1.213

natural (NBO) atomic charges, in units of e:
1 O -0.64
2 C 0.36
3 N -0.41
4 C 0.09
5 N -0.21
6 N -0.27
7 H 0.50
8 H 0.21
9 H 0.37

---

The following is a DFT calculation (wB97M-V/def2-TZVPD) of C2H3N3O as an isolated structure in a non-equilibrium geometry.

Properties
- LUMO: 0.93 eV
- ΔE to the lowest compared entry with this formula, charge and spin: 135.5 kJ/mol
- Orbital gap: 10.05 eV
- F_max: 0.042 hartree/bohr
- Spin multiplicity: 1

Positions of all 9 atoms, in Å:
O 2.062 0.238 0.179
C 0.817 0.414 -0.277
N 0.014 1.308 0.266
N -1.131 0.563 0.321
C -0.941 -0.639 -0.242
N 0.253 -0.718 -0.768
H 2.406 -0.549 -0.261
H -1.896 0.875 0.893
H -1.585 -1.493 -0.111

natural (NBO) atomic charges, in units of e:
1 O -0.65
2 C 0.58
3 N -0.33
4 N -0.37
5 C 0.19
6 N -0.54
7 H 0.50
8 H 0.42
9 H 0.21

---

The following is a DFT calculation (wB97M-V/def2-TZVPD) of C2H3N3O in the gas phase.

Properties
- LUMO: 0.66 eV
- ΔE to the lowest compared entry with this formula, charge and spin: 396.7 kJ/mol
- Orbital gap: 9.58 eV
- F_max: 0.008 hartree/bohr
- Spin multiplicity: 1

Positions of all 9 atoms, in Å:
O -1.714 1.085 0.191
C -0.823 -1.011 -0.511
N 0.400 -1.537 -0.469
N 1.254 -0.565 -0.026
C 0.628 0.578 0.222
N -0.635 0.294 -0.072
H -2.416 0.427 -0.005
H 2.226 -0.779 0.136
H 1.079 1.508 0.534

natural (NBO) atomic charges, in units of e:
1 O -0.51
2 C -0.03
3 N -0.34
4 N -0.33
5 C 0.15
6 N -0.09
7 H 0.50
8 H 0.42
9 H 0.24